(1)
This record from the OMol25 dataset describes a structure of composition C46H38CoF15GeN5OS. The level of theory is wB97M-V/def2-TZVPD.

Last column: Löwdin spin population.
Cartesian coordinates (Å):
Ge: 1.690 -0.918 -4.185  -0.001
Co: 0.241 0.004 -0.120  0.971
S: 1.580 0.085 -2.311  -0.006
F: -1.223 -5.074 -3.006  0.000
F: 4.385 -1.672 -2.963  0.000
F: -2.064 -1.533 -7.956  0.000
F: 2.844 0.753 -6.724  0.000
F: 0.699 -6.898 -3.585  0.000
F: -1.310 2.815 -6.351  0.000
F: 3.614 -3.503 -4.895  0.000
F: 3.103 -6.091 -4.527  0.000
F: 0.693 1.924 -4.842  0.000
F: -0.085 -2.462 -6.452  0.000
F: 6.877 -0.837 -3.469  0.000
F: -2.709 1.098 -7.916  0.000
F: 7.359 0.816 -5.559  0.000
F: -0.739 -2.456 -3.383  0.000
F: 5.334 1.591 -7.180  0.000
O: 2.137 0.519 0.695  0.011
N: -0.805 -0.299 1.438  -0.025
N: 0.938 -2.135 0.455  0.019
N: -0.482 2.214 0.389  0.022
N: -1.534 -0.084 -1.358  0.010
N: 3.870 1.361 -0.506  -0.001
C: -2.402 -3.454 2.641  0.000
C: -1.388 -0.695 -7.170  0.000
C: 4.579 -0.875 -4.023  0.000
C: -2.773 1.737 3.870  0.000
C: 0.964 -2.928 -0.789  -0.001
C: 5.088 0.781 -6.151  0.000
C: -2.811 0.879 -3.145  0.001
C: 5.217 0.463 2.124  0.000
C: -2.138 3.076 2.010  0.001
C: 1.466 -2.874 -4.105  0.000
C: -1.070 -1.631 1.730  -0.003
C: 2.240 -2.233 1.127  0.002
C: -1.616 0.579 -2.522  0.001
C: 0.943 -5.602 -3.754  0.000
C: 6.122 0.387 -5.328  0.000
C: 6.348 1.162 -0.072  0.000
C: -5.334 0.857 -3.192  0.000
C: -1.392 -4.365 2.367  -0.001
C: -1.432 0.748 2.090  -0.003
C: 3.999 1.391 1.906  0.000
C: 3.251 1.062 0.640  0.002
C: 0.369 -0.319 -5.535  0.000
C: -1.716 0.645 -7.158  0.000
C: 0.023 1.026 -5.576  0.000
C: 5.168 2.015 -0.593  0.000
C: -0.273 -3.922 1.675  0.000
C: 5.919 0.016 0.841  0.000
C: -3.932 -0.174 -1.355  0.000
C: 0.243 -3.336 -3.648  0.000
C: -0.357 -1.153 -6.367  0.000
C: -2.857 2.943 3.185  0.000
C: 5.871 -0.453 -4.259  0.000
C: -1.411 2.016 1.488  0.000
C: -2.695 -0.461 -0.806  0.000
C: -1.034 3.018 -0.710  0.000
C: 0.685 2.939 0.937  0.001
C: -0.037 -4.671 -3.461  0.000
C: -2.069 0.667 3.344  -0.001
C: -0.136 -2.589 1.323  0.000
C: 2.170 -5.187 -4.231  0.000
C: -2.253 -2.115 2.317  -0.001
C: 2.414 -3.835 -4.401  0.000
C: 3.512 -0.506 -4.829  0.000
C: -4.016 0.515 -2.556  -0.001
C: 3.805 0.332 -5.889  0.000
C: -1.000 1.516 -6.361  0.000
H: -3.264 1.624 4.830  0.000
H: -0.379 2.935 -1.580  0.000
H: 2.244 -1.597 2.009  0.000
H: 6.896 0.739 -0.916  0.000
H: -0.676 0.875 -2.964  0.000
H: 3.303 1.301 2.736  0.000
H: 5.319 2.259 -1.643  0.000
H: -0.008 -2.853 -1.276  0.000
H: 2.450 -3.267 1.425  0.001
H: -3.319 -3.788 3.111  0.000
H: -2.631 -1.033 0.107  0.000
H: -5.380 0.473 -4.212  0.000
H: -2.128 4.034 1.502  0.000
H: 1.138 2.355 1.730  0.000
H: 4.883 -0.429 2.658  0.000
H: -1.110 4.078 -0.445  0.000
H: 0.489 -4.636 1.385  0.000
H: 7.042 1.816 0.463  0.000
H: -2.794 1.406 -4.093  0.000
H: 1.416 3.105 0.142  0.000
H: 5.128 2.966 -0.060  0.000
H: -6.167 0.442 -2.628  0.000
H: 5.260 -0.654 0.281  0.000
H: 0.374 3.909 1.342  0.001
H: -4.827 -0.500 -0.839  0.000
H: 5.928 0.975 2.776  0.000
H: -1.489 -5.406 2.647  0.000
H: 3.391 1.073 -1.361  0.000
H: -3.433 3.771 3.578  0.000
H: -5.460 1.940 -3.247  0.000
H: 1.728 -2.521 -1.447  0.000
H: -3.065 -1.428 2.513  0.000
H: -2.025 2.653 -0.975  0.000
H: 4.321 2.435 1.853  0.000
H: 3.019 -1.896 0.443  0.000
H: 6.800 -0.571 1.107  0.000
H: -1.996 -0.249 3.911  0.000
H: 1.186 -3.986 -0.600  0.000

Output
Highest occupied orbital energy (spin up / spin down), eV: -6.79 / -6.78
Relative energy (zero: lowest compared OMol25 entry of this formula, charge and spin), kcal/mol: 13.57
Lowest unoccupied orbital energy (spin up / spin down), eV: 0.2 / 0.3
Multiplicity: 2



(2)
This record from the OMol25 dataset describes the molecule C6H7N3O at a distorted geometry. The level of theory is wB97M-V/def2-TZVPD.

Last column: Löwdin charge in e.
Cartesian coordinates (Å):
O: 0.387 0.316 -2.607  0.065
N: -2.090 0.485 -1.321  0.168
N: 1.180 -2.891 0.910  0.172
N: 1.081 0.250 2.213  0.203
C: -0.839 -0.115 0.751  -0.062
C: 1.346 0.328 -0.333  -0.047
C: 0.291 0.179 -1.402  -0.383
C: 0.982 -1.756 0.922  -0.161
C: 0.735 -0.283 0.959  -0.535
C: -1.009 0.060 -0.695  -0.244
H: -3.010 0.442 -0.911  0.119
H: -1.186 0.782 1.296  0.133
H: 2.316 -0.073 -0.619  0.131
H: 1.458 1.407 -0.153  0.134
H: 1.682 1.062 2.070  0.061
H: -1.999 0.781 -2.288  0.121
H: -1.325 -0.973 1.208  0.125

Output
Highest occupied orbital energy (spin up / spin down), eV: -9.82 / -7.40
Relative energy (zero: lowest compared OMol25 entry of this formula, charge and spin), kcal/mol: 67.99
Lowest unoccupied orbital energy (spin up / spin down), eV: -0.4 / -1.4



(3)
This record from the OMol25 dataset describes a structure of composition C25H43HfNP2 at a distorted geometry. The level of theory is wB97M-V/def2-TZVPD.

Last column: Löwdin charge in e.
Cartesian coordinates (Å):
Hf: 0.235 -0.884 -3.536  1.484
P: -2.475 2.482 -1.920  0.925
P: 1.026 2.173 -2.178  0.890
N: -1.965 2.606 0.978  0.210
C: 0.010 3.678 -2.563  -0.362
C: -1.006 0.139 -5.061  -0.278
C: -0.627 -2.137 -0.637  -0.281
C: 1.903 -0.387 -4.766  -0.267
C: -1.712 -3.056 -1.042  -0.053
C: 0.689 -0.845 0.733  -0.220
C: 0.682 -1.999 -1.298  -0.371
C: -0.918 -2.387 -5.689  -0.186
C: 1.555 -1.774 -4.955  -0.241
C: -4.225 2.614 -2.187  -0.150
C: -1.416 3.395 -3.064  -0.311
C: 1.503 -1.229 -0.334  -0.246
C: -1.898 0.742 -2.110  -0.220
C: -0.032 0.543 -6.170  -0.177
C: 2.957 -1.032 -0.404  -0.049
C: -2.141 2.696 -0.186  -0.249
C: -1.413 -1.251 -4.806  -0.310
C: 0.578 -2.359 -6.025  -0.166
C: 2.689 2.578 -2.852  -0.246
C: 1.354 2.438 -0.395  -0.249
C: -0.614 -1.386 0.529  -0.250
C: -1.704 -1.253 1.519  -0.028
C: 1.073 -0.071 1.929  -0.032
C: 1.425 0.739 -5.684  -0.168
C: 1.287 -3.162 -2.038  -0.092
H: 2.320 -2.972 -2.367  0.073
H: -2.541 -1.914 1.282  0.081
H: -1.712 0.310 -1.123  0.051
H: -1.898 4.364 -3.257  0.113
H: 0.630 0.937 1.922  0.074
H: -2.676 0.136 -2.606  0.075
H: 3.430 -1.313 0.555  0.104
H: -2.079 -0.225 1.572  0.067
H: 0.915 -3.407 -6.177  0.137
H: -1.393 2.820 -4.010  0.092
H: -0.927 0.703 -2.727  -0.074
H: 0.413 2.515 0.162  0.008
H: -0.386 1.516 -6.564  0.130
H: 1.532 1.706 -5.159  0.080
H: 1.928 3.369 -0.260  0.077
H: 2.106 0.903 -6.552  0.157
H: -1.176 -3.355 -5.212  0.126
H: 0.702 -0.570 2.837  0.095
H: -0.043 -0.137 -7.036  0.113
H: -4.494 2.475 -3.239  0.088
H: -1.470 -2.418 -6.644  0.143
H: -2.421 -1.391 -4.376  0.122
H: -0.007 4.269 -1.633  0.094
H: 2.740 3.661 -3.051  0.062
H: 3.226 0.015 -0.607  0.061
H: 2.862 2.021 -3.786  0.008
H: -4.721 1.845 -1.575  0.093
H: 0.699 -3.497 -2.917  0.068
H: -1.758 0.917 -4.867  0.091
H: -1.487 -3.587 -1.977  0.070
H: -1.871 -3.822 -0.257  0.107
H: 2.160 0.035 2.012  0.087
H: -1.342 -1.509 2.521  0.094
H: 2.286 -2.531 -4.622  0.126
H: -4.523 3.615 -1.839  0.089
H: 1.331 -4.036 -1.361  0.123
H: 3.464 2.291 -2.120  0.063
H: 0.584 4.250 -3.311  0.098
H: 2.822 -0.161 -4.190  0.126
H: 1.930 1.592 0.002  0.022
H: 3.415 -1.643 -1.192  0.074
H: -2.668 -2.524 -1.182  0.080
H: 0.721 -1.909 -7.034  0.126

Output
Highest occupied orbital energy (spin up / spin down), eV: -12.14 / -12.13
Relative energy (zero: lowest compared OMol25 entry of this formula, charge and spin), kcal/mol: 143.95
Lowest unoccupied orbital energy (spin up / spin down), eV: -8.0 / -8.0
Charge: +2



(4)
This record from the OMol25 dataset describes the molecule C7H10 at a distorted geometry. The level of theory is wB97M-V/def2-TZVPD.

Last column: Löwdin charge in e.
Cartesian coordinates (Å):
C: -1.653 -0.325 -0.591  -0.042
C: -0.586 -1.297 -0.234  -0.223
C: 0.913 0.200 -0.550  -0.201
C: 0.559 -0.757 0.618  -0.208
C: 0.763 1.408 0.417  -0.131
C: -0.263 -0.409 -1.375  -0.186
C: 0.265 0.453 1.537  -0.130
H: 0.857 0.475 2.458  0.100
H: -0.794 0.570 1.785  0.103
H: 1.743 1.838 0.653  0.102
H: -1.469 0.726 -0.737  0.095
H: -0.799 -2.344 -0.405  0.136
H: -0.273 -0.571 -2.441  0.121
H: 1.260 -1.513 0.976  0.137
H: 0.092 2.221 0.121  0.100
H: -2.472 -0.777 -1.140  0.093
H: 1.858 0.102 -1.091  0.134

Output
Highest occupied orbital energy, eV: -8.46
Relative energy (zero: lowest compared OMol25 entry of this formula, charge and spin), kcal/mol: 92.27
Lowest unoccupied orbital energy, eV: 1.2
SMILES string: C1C[C@H]2[C@@H]1[C@H]1C[C@@H]21



no.,calculated total energy (hartree)
1,-7480.58137
2,-472.23351
3,-1763.08017
4,-272.57096